# 1
A single C20H20N4O2S molecule at a distorted geometry. Source: OMol25; level of theory: ωB97M-V/def2-TZVPD.

The value obtained for the HOMO energy is -8.13 eV. As for the total energy: -41955.6508 eV. Its structure (SMILES) is CCC(=O)Nc1cccc(-c2nnc(SCC(=O)c3ccccc3)n2C)c1. As for the energy above the lowest of the compared OMol25 structures with the same formula, charge and spin: 1.3387 eV.

Last column: Mulliken charge in e.
Cartesian coordinates (Å):
C1 2.52 -1.18 -5.68  -1.03
C2 1.81 -2.30 -4.92  -0.78
C3 1.54 -1.87 -3.48  0.66
O1 0.44 -1.55 -3.09  -0.61
N1 2.67 -1.90 -2.71  -0.05
C4 2.83 -1.54 -1.37  0.79
C5 1.82 -0.97 -0.62  -0.62
C6 2.04 -0.64 0.72  0.20
C7 3.30 -0.86 1.29  -0.68
C8 4.31 -1.42 0.53  -0.82
C9 4.08 -1.77 -0.79  -0.73
H1 4.87 -2.21 -1.38  0.36
H2 5.28 -1.59 0.96  0.39
H3 3.50 -0.56 2.31  0.51
C10 0.96 -0.04 1.47  0.34
N2 0.09 0.81 0.96  -0.88
N3 -0.76 1.17 1.92  -0.10
C11 -0.42 0.54 3.01  0.30
N4 0.67 -0.25 2.80  0.11
C12 1.25 -1.16 3.74  -1.09
H4 2.01 -0.65 4.36  0.31
H5 0.47 -1.53 4.40  0.39
H6 1.72 -1.99 3.21  0.45
S1 -1.27 0.64 4.51  -0.22
C13 -2.69 1.55 3.83  -0.88
C14 -3.21 0.81 2.60  0.58
O2 -3.22 -0.39 2.55  -0.55
C15 -3.70 1.67 1.50  0.57
C16 -3.58 1.19 0.20  -0.57
C17 -4.01 1.95 -0.87  -0.57
C18 -4.59 3.19 -0.64  -0.36
C19 -4.73 3.67 0.65  -0.64
C20 -4.28 2.92 1.72  -0.21
H7 -4.41 3.29 2.73  0.39
H8 -5.19 4.63 0.83  0.38
H9 -4.93 3.79 -1.47  0.38
H10 -3.90 1.58 -1.87  0.39
H11 -3.13 0.23 0.04  0.41
H12 -3.45 1.56 4.62  0.44
H13 -2.36 2.56 3.60  0.45
H14 0.85 -0.78 -1.05  0.82
H15 3.51 -2.23 -3.16  0.21
H16 2.41 -3.21 -4.93  0.30
H17 0.85 -2.51 -5.39  0.33
H18 1.91 -0.27 -5.66  0.31
H19 2.68 -1.47 -6.71  0.34
H20 3.48 -0.94 -5.23  0.31

# 2
2 unconnected molecules or ions with the total composition C8H20N3O2. Source: OMol25; level of theory: ωB97M-V/def2-TZVPD.

The value obtained for the HOMO energy is -1.98 eV. As for the total energy: -17183.5083 eV. The charge is -1.

Last column: Mulliken charge in e.
Cartesian coordinates (Å):
C1 0.62 -1.82 2.38  -0.97
C2 0.92 -1.03 1.08  -0.53
N1 0.13 0.17 0.87  -0.27
N2 -0.77 0.12 -0.24  -0.65
C3 -1.83 -0.80 0.03  -0.72
C4 -2.84 -0.33 1.11  -0.54
C5 -3.67 -1.42 1.78  -0.54
O1 -3.89 -2.58 0.96  -0.53
H1 0.70 -2.89 2.17  0.30
H2 -0.39 -1.60 2.72  0.18
H3 1.34 -1.62 3.17  0.37
H4 0.81 -1.70 0.23  0.32
H5 1.98 -0.75 1.11  0.30
H6 -0.34 0.42 1.75  0.22
H7 -1.50 -1.83 0.29  0.21
H8 -2.39 -0.91 -0.91  0.41
H9 -2.34 0.27 1.87  0.22
H10 -3.55 0.34 0.60  0.32
H11 -4.65 -1.04 2.08  0.31
H12 -3.16 -1.80 2.66  0.27
H13 -4.28 -2.28 0.12  0.31
C6 2.96 2.86 -3.21  0.08
O2 2.28 3.45 -4.04  -0.62
N3 2.49 2.03 -2.27  0.16
C7 3.38 1.37 -1.33  -0.85
C8 1.06 1.76 -2.15  -0.59
H14 4.06 2.96 -3.18  0.22
H15 3.28 0.28 -1.43  0.29
H16 3.11 1.65 -0.31  0.30
H17 4.41 1.65 -1.53  0.33
H18 0.68 1.33 -3.08  0.27
H19 0.52 2.69 -1.97  0.25
H20 0.86 1.07 -1.34  0.19

# 3
2 unconnected molecules or ions with the total composition C21H26N3O2S3 at a distorted geometry. Source: OMol25; level of theory: ωB97M-V/def2-TZVPD.

The value obtained for the HOMO energy is -2.87 eV. As for the total energy: -63269.7605 eV. The charge is -1.

Last column: Mulliken charge in e.
Cartesian coordinates (Å):
C1 -2.53 -1.97 4.81  -0.44
C2 -1.98 -0.86 5.71  -0.52
C3 -2.20 0.48 4.97  -0.58
N1 -2.71 0.11 3.66  0.09
C4 -2.88 1.04 2.67  -0.05
S1 -3.14 2.64 3.13  -0.50
S2 -2.85 0.62 1.03  -0.42
C5 -2.91 -1.32 3.46  -0.61
H1 -1.82 -2.79 4.67  0.26
H2 -3.43 -2.39 5.26  0.24
H3 -2.50 -0.84 6.68  0.28
H4 -0.91 -1.01 5.92  0.25
H5 -2.91 1.11 5.53  0.33
H6 -1.26 1.05 4.89  0.25
H7 -2.29 -1.68 2.62  0.29
H8 -3.95 -1.57 3.21  0.25
C6 5.17 -2.42 3.22  -1.38
C7 4.13 -1.50 2.63  1.01
C8 4.47 -0.18 2.33  -0.54
C9 3.52 0.71 1.81  -0.41
C10 2.22 0.26 1.60  0.00
S3 0.94 1.46 1.24  1.07
N2 0.46 0.98 -0.29  -0.27
C11 -0.46 1.53 -1.00  -0.56
C12 -0.51 1.31 -2.46  0.58
C13 -1.34 2.07 -3.32  -0.92
C14 -1.38 1.82 -4.69  -0.11
C15 -0.60 0.79 -5.25  -0.08
N3 -0.76 0.43 -6.60  0.27
C16 -0.05 1.10 -7.66  -1.00
C17 -1.87 -0.39 -7.06  -1.00
C18 0.29 0.07 -4.41  -0.34
C19 0.32 0.33 -3.04  -0.53
O1 -0.06 1.16 2.24  -0.34
O2 1.50 2.78 1.18  -0.72
C20 1.86 -1.06 1.87  -0.40
C21 2.82 -1.94 2.38  -0.86
H9 4.74 -3.41 3.41  0.34
H10 6.03 -2.52 2.56  0.31
H11 5.54 -2.01 4.17  0.32
H12 5.48 0.17 2.51  0.34
H13 3.77 1.74 1.59  0.45
H14 -1.26 2.17 -0.57  0.50
H15 -1.94 2.87 -2.89  0.39
H16 -2.04 2.40 -5.35  0.40
H17 0.74 1.73 -7.23  0.30
H18 0.40 0.36 -8.34  0.30
H19 -0.72 1.72 -8.27  0.30
H20 -2.38 -0.84 -6.20  0.30
H21 -2.59 0.19 -7.65  0.32
H22 -1.50 -1.19 -7.72  0.31
H23 0.91 -0.71 -4.86  0.39
H24 1.01 -0.22 -2.39  0.43
H25 0.85 -1.41 1.69  0.43
H26 2.55 -2.98 2.60  0.26

# 4
3 unconnected molecules or ions with the total composition C17H35F5N2O12P3 at a distorted geometry. Source: OMol25; level of theory: ωB97M-V/def2-TZVPD.

The value obtained for the HOMO energy is -5.02 eV. As for the total energy: -87196.8458 eV. The charge is -1.

Last column: Mulliken charge in e.
Cartesian coordinates (Å):
C1 -4.63 2.40 0.87  -0.87
C2 -3.44 2.16 0.34  -0.11
C3 -3.13 0.81 -0.28  -0.79
C4 -1.99 0.00 0.41  1.29
C5 -1.91 -1.34 -0.39  -1.49
O1 -1.38 -2.36 0.42  -0.02
O2 -0.99 -3.43 -0.42  -0.55
C6 -0.61 0.72 0.17  0.08
O3 -0.52 1.97 0.18  -0.76
O4 0.38 -0.04 0.00  -0.77
N1 -2.21 -0.37 1.83  0.54
C7 -1.73 0.66 2.76  -1.50
C8 -0.32 0.39 3.32  -0.41
C9 -0.27 -0.54 4.56  -1.07
C10 0.27 -1.94 4.25  0.70
F1 0.03 -2.72 5.35  -0.37
F2 -0.40 -2.44 3.20  -0.15
C11 1.79 -2.00 4.03  0.61
F3 2.49 -1.60 5.10  -0.29
F4 2.12 -3.29 3.80  -0.30
F5 2.20 -1.31 2.97  -0.23
P1 -3.76 -0.93 2.22  0.63
N2 -3.76 -1.93 3.44  -1.08
H1 -4.86 3.38 1.29  0.26
H2 -5.35 1.59 0.91  0.27
H3 -2.69 2.95 0.33  0.34
H4 -2.77 1.02 -1.30  0.27
H5 -4.05 0.24 -0.42  0.43
H6 -1.39 -1.23 -1.34  0.46
H7 -2.96 -1.61 -0.65  0.41
H8 -0.18 -3.78 -0.02  0.29
H9 -1.74 1.68 2.37  0.20
H10 -2.42 0.66 3.63  0.95
H11 0.31 0.05 2.49  0.24
H12 0.08 1.36 3.62  0.57
H13 0.43 -0.08 5.27  0.38
H14 -1.24 -0.60 5.06  0.49
H15 -4.63 0.16 2.51  0.00
H16 -4.32 -1.57 1.09  0.01
H17 -2.79 -2.00 3.75  0.38
C12 -4.82 0.12 -6.74  -0.69
O5 -3.47 0.57 -6.74  -0.46
P2 -3.08 1.77 -5.65  1.17
O6 -3.58 1.17 -4.38  -0.56
O7 -4.14 2.82 -6.33  -0.34
C13 -3.94 3.19 -7.69  -0.74
O8 -2.22 3.07 -5.01  -0.27
C14 -0.80 2.89 -4.82  -0.74
H18 -4.84 -0.90 -6.36  0.26
H19 -5.47 0.75 -6.13  0.35
H20 -5.18 0.13 -7.77  0.26
H21 -4.88 3.06 -8.23  0.24
H22 -3.17 2.59 -8.18  0.36
H23 -3.65 4.24 -7.74  0.26
H24 -0.31 2.71 -5.78  0.32
H25 -0.61 2.06 -4.14  0.36
H26 -0.40 3.80 -4.39  0.24
C15 7.99 -3.29 2.40  -0.69
O9 7.44 -2.49 1.36  -0.46
P3 7.44 -0.84 1.61  1.24
O10 8.88 -0.60 1.94  -0.68
O11 6.49 -0.93 2.92  -0.39
C16 5.17 -1.49 2.77  -0.68
O12 6.96 0.75 1.34  -0.28
C17 6.93 1.20 -0.03  -0.75
H27 8.92 -3.73 2.04  0.25
H28 8.18 -2.72 3.31  0.36
H29 7.27 -4.08 2.63  0.26
H30 5.03 -2.25 3.53  0.24
H31 5.04 -1.94 1.79  0.34
H32 4.44 -0.70 2.90  0.30
H33 6.22 0.61 -0.61  0.33
H34 7.92 1.12 -0.48  0.35
H35 6.62 2.24 -0.04  0.22

# 5
A molecular structure, C11H20ClIN2O2PRuSe at a distorted geometry. Source: OMol25; level of theory: ωB97M-V/def2-TZVPD.

As for the multiplicity: 5. The value obtained for the HOMO energy (spin up / spin down) is -18.03 / -17.67 eV. As for the total energy: -116612.1240 eV. As for the energy above the lowest of the compared OMol25 structures with the same formula, charge and spin: 0.5433 eV. The charge is +3.

Last column: Mulliken charge in e.
Cartesian coordinates (Å):
C1 0.96 -2.86 -1.62  -0.80
C2 1.85 -2.13 -2.45  0.79
H1 1.39 -3.85 -1.41  0.42
H2 0.00 -3.07 -2.10  0.42
H3 0.58 -2.35 -0.70  0.05
O1 2.68 -2.26 -3.22  -0.02
I1 4.63 0.09 -1.93  0.11
Ru1 -1.39 -0.18 0.83  0.25
P1 -0.30 0.03 -2.28  0.76
C3 1.05 0.58 -3.29  -0.57
C4 -1.17 -0.78 -3.72  -1.43
H4 -2.26 1.56 -1.99  0.46
H5 -1.25 1.86 -3.44  0.39
H6 -0.71 2.36 -1.80  0.41
C5 -1.27 1.61 -2.37  -1.19
H7 -2.22 -1.00 -3.58  0.36
H8 -1.12 0.02 -4.48  0.54
H9 0.79 0.38 -4.38  0.40
H10 1.97 0.03 -3.12  -0.33
H11 -0.62 -1.62 -4.06  0.46
H12 1.31 1.63 -3.22  0.48
C6 0.41 -0.34 0.58  0.43
O2 1.58 -0.55 0.65  -0.26
Cl1 -3.38 0.33 -0.35  -0.34
C7 2.14 -0.33 3.29  -0.98
N1 0.84 0.41 3.42  0.22
C8 0.73 1.56 4.12  -0.34
C9 -0.57 2.00 4.02  -0.27
N2 -1.26 1.07 3.32  0.23
C10 -2.61 1.07 2.85  -0.91
C11 -0.42 0.01 2.93  -0.50
Se1 -1.25 -1.74 2.51  0.23
H13 2.64 -0.36 4.29  0.42
H14 2.77 0.17 2.65  0.44
H15 1.91 -1.39 2.94  0.30
H16 1.56 2.07 4.56  0.51
H17 -1.10 2.86 4.39  0.51
H18 -3.21 1.78 3.43  0.32
H19 -2.65 1.30 1.79  0.53
H20 -3.05 0.06 2.95  0.48

# 6
A molecular structure, C6H11P at a distorted geometry. Source: OMol25; level of theory: ωB97M-V/def2-TZVPD.

The value obtained for the HOMO energy is -8.08 eV. As for the total energy: -15685.8829 eV. As for the energy above the lowest of the compared OMol25 structures with the same formula, charge and spin: 1.9604 eV.

Last column: Mulliken charge in e.
Cartesian coordinates (Å):
C1 -1.07 -0.48 -2.36  -0.38
C2 0.29 -0.33 0.81  -0.13
C3 -1.06 -0.29 0.78  -0.02
C4 2.14 1.34 0.16  -1.10
C5 1.30 0.73 1.25  -0.43
C6 -2.00 -1.36 0.42  -1.22
P1 -2.11 -1.72 -1.89  0.05
H1 -0.99 -0.27 -3.42  0.29
H2 -0.58 0.24 -1.73  0.17
H3 0.75 -1.27 0.42  0.28
H4 -1.63 0.67 0.93  0.20
H5 2.91 1.97 0.58  0.39
H6 2.71 0.50 -0.37  0.27
H7 1.53 2.09 -0.36  0.29
H8 1.94 0.13 1.91  0.27
H9 0.72 1.55 1.78  0.26
H10 -1.72 -2.31 0.70  0.45
H11 -3.11 -1.19 0.38  0.37

# 7
A molecular structure, C4H12N4 at a distorted geometry. Source: OMol25; level of theory: ωB97M-V/def2-TZVPD.

The value obtained for the HOMO energy is -8.48 eV. As for the total energy: -10290.9353 eV. As for the energy above the lowest of the compared OMol25 structures with the same formula, charge and spin: 12.3364 eV.

Last column: Mulliken charge in e.
Cartesian coordinates (Å):
C1 -2.73 -0.30 0.77  -0.60
C2 0.20 -0.35 -0.41  0.39
C3 2.45 -0.76 0.49  -0.67
C4 1.23 1.81 -0.23  -0.79
H1 -3.57 0.57 1.33  0.22
H2 -1.57 -0.95 1.54  0.22
H3 -3.35 -1.18 0.17  0.29
H4 -2.50 0.83 -1.23  0.29
H5 0.58 -2.40 -0.52  0.34
H6 3.41 -1.09 0.42  0.42
H7 2.45 0.69 0.18  0.00
H8 2.56 -0.98 1.92  0.17
H9 -0.50 0.89 0.77  0.46
H10 2.40 1.97 0.37  0.33
H11 1.41 1.82 -1.42  0.28
H12 0.88 2.78 0.37  0.38
N1 -1.95 0.51 -0.33  -0.42
N2 -1.04 -0.62 -0.69  -0.66
N3 1.19 -1.38 -0.46  -0.40
N4 0.50 0.72 0.40  -0.24

# 8
A molecular structure, C26H40N2O2P2Rh. Source: OMol25; level of theory: ωB97M-V/def2-TZVPD.

As for the multiplicity: 5. The value obtained for the HOMO energy (spin up / spin down) is -9.59 / -10.89 eV. As for the total energy: -56265.9506 eV. As for the energy above the lowest of the compared OMol25 structures with the same formula, charge and spin: 0.0000 eV. The charge is +1.

Last column: Mulliken charge in e.
Cartesian coordinates (Å):
Rh1 0.66 0.89 -0.12  -1.60
C1 0.12 -3.58 1.80  -1.42
C2 0.79 -2.64 0.81  0.93
C3 2.10 -3.21 0.25  -1.74
P1 1.07 -0.92 1.41  1.40
C4 2.56 -0.88 2.49  0.66
C5 2.69 0.51 3.11  -1.32
C6 2.74 -1.98 3.54  -1.35
C7 -0.42 -0.49 2.40  0.19
C8 -0.58 -0.59 3.78  -0.57
C9 -1.75 -0.15 4.38  -0.84
C10 -2.77 0.39 3.61  -0.97
C11 -2.64 0.48 2.23  0.57
C12 -1.47 0.04 1.62  -0.40
N1 -1.21 0.19 0.25  0.01
C13 -2.07 -0.28 -0.74  0.85
C14 -3.28 -0.94 -0.47  -0.71
C15 -4.09 -1.35 -1.50  -0.98
C16 -3.73 -1.13 -2.82  -0.97
C17 -2.51 -0.53 -3.10  -0.38
C18 -1.65 -0.14 -2.08  -0.50
P2 0.02 0.52 -2.38  1.78
C19 0.87 -0.63 -3.55  0.37
C20 0.45 -0.58 -5.02  -1.63
C21 0.81 -2.05 -3.02  -1.41
C22 -0.28 2.08 -3.31  0.62
C23 1.05 2.74 -3.67  -1.49
C24 -1.17 3.03 -2.51  -1.41
H1 -0.04 -4.55 1.33  0.50
H2 -0.85 -3.20 2.12  0.31
H3 0.73 -3.74 2.69  0.22
H4 0.11 -2.48 -0.03  0.16
H5 2.78 -3.53 1.05  0.33
H6 2.64 -2.50 -0.37  0.44
H7 1.89 -4.09 -0.36  0.45
H8 3.37 -0.99 1.76  0.49
H9 1.94 0.68 3.89  0.22
H10 2.60 1.30 2.36  0.20
H11 3.67 0.61 3.59  0.54
H12 2.00 -1.92 4.34  0.21
H13 3.72 -1.86 4.01  0.48
H14 2.70 -2.98 3.13  0.28
H15 0.20 -1.00 4.39  0.12
H16 -1.86 -0.22 5.46  0.46
H17 -3.67 0.75 4.09  0.45
H18 -3.42 0.92 1.63  0.61
H19 -3.58 -1.12 0.55  0.57
H20 -5.03 -1.85 -1.27  0.43
H21 -4.38 -1.43 -3.63  0.46
H22 -2.22 -0.38 -4.13  0.38
H23 1.91 -0.29 -3.49  0.60
H24 -0.54 -1.01 -5.17  0.30
H25 1.14 -1.17 -5.62  0.49
H26 0.44 0.43 -5.43  0.36
H27 -0.21 -2.44 -3.05  0.31
H28 1.16 -2.10 -1.99  0.08
H29 1.44 -2.70 -3.62  0.56
H30 -0.82 1.80 -4.23  0.56
H31 1.62 2.99 -2.77  0.19
H32 0.88 3.67 -4.22  0.48
H33 1.68 2.11 -4.30  0.35
H34 -0.70 3.31 -1.56  0.02
H35 -2.13 2.57 -2.29  0.27
H36 -1.35 3.94 -3.07  0.53
N2 -0.19 2.94 2.77  -0.04
C25 0.55 4.05 2.50  -1.02
C26 1.58 4.22 0.36  0.47
O1 1.84 5.35 0.38  -0.41
O2 1.49 3.10 -0.01  -0.26
H37 -1.14 2.86 2.44  0.21
H38 0.25 2.07 3.05  0.03
H39 1.52 4.11 2.97  0.45
H40 0.01 4.97 2.34  0.45